Entry 1:
{
  "formula": "C38H49N3O5S3",
  "method": "ωB97M-V/def2-TZVPD",
  "smiles": "Cc1cccc(CN2c3ccc(CCCCCCCSc4nnco4)cc3Sc3c2cccc3S(C)(=O)=O)c1.C1CCOC1.C1CCOC1",
  "gap_ev": 8.0142,
  "e_lumo_ev": 0.56,
  "total_energy_ha": -3212.326799,
  "elements": ["C", "C", "C", "C", "C", "C", "C", "N", "C", "C", "C", "C", "C", "C", "C", "C", "C", "C", "C", "S", "C", "N", "N", "C", "O", "C", "C", "S", "C", "C", "C", "C", "C", "C", "S", "C", "O", "O", "C", "H", "H", "H", "H", "H", "H", "H", "H", "H", "H", "H", "H", "H", "H", "H", "H", "H", "H", "H", "H", "H", "H", "H", "H", "H", "H", "H", "H", "H", "H", "H", "H", "H", "C", "C", "C", "O", "C", "H", "H", "H", "H", "H", "H", "H", "H", "C", "C", "C", "O", "C", "H", "H", "H", "H", "H", "H", "H", "H"],
  "xyz": [[-2.67588, 5.93811, 0.43028], [-1.84844, 5.02701, -0.46044], [-0.68249, 5.41170, -1.10660], [-0.01179, 4.48362, -1.86507], [-0.43854, 3.18384, -2.01345], [-1.61077, 2.78273, -1.37861], [-2.08224, 1.35324, -1.56628], [-1.97564, 0.50489, -0.35265], [-0.62669, 0.18019, -0.01581], [0.00625, -0.74951, -0.81859], [1.30920, -1.11817, -0.61345], [2.06051, -0.55822, 0.40871], [3.51698, -0.90782, 0.64406], [4.04393, -2.10311, -0.17341], [4.75931, -1.67779, -1.48237], [6.24626, -1.27368, -1.26084], [6.51128, 0.25664, -1.47661], [7.46421, 0.55066, -2.64989], [6.73907, 0.58277, -4.01579], [7.18939, -0.94133, -4.91943], [5.99569, -0.94542, -6.21466], [5.35884, 0.12362, -6.52415], [4.50436, -0.21372, -7.57283], [4.70198, -1.44703, -7.79509], [5.64396, -2.00205, -6.98524], [1.42115, 0.35961, 1.21388], [0.11734, 0.72779, 1.00630], [-0.60348, 1.94829, 2.08057], [-2.34101, 1.62024, 1.86985], [-2.78144, 0.96446, 0.72405], [-4.14147, 0.76879, 0.58939], [-5.06466, 1.19157, 1.51457], [-4.60922, 1.84197, 2.63848], [-3.26141, 2.04806, 2.81690], [-2.78982, 2.92079, 4.30634], [-3.92096, 2.47346, 5.65125], [-3.00712, 4.32283, 4.05530], [-1.47363, 2.58436, 4.76502], [-2.28447, 3.72729, -0.63491], [-3.60936, 5.42325, 0.67163], [-2.11882, 6.05408, 1.37127], [-2.84022, 6.93186, 0.00592], [-0.32415, 6.43127, -0.98962], [0.89623, 4.77614, -2.39312], [0.10602, 2.44901, -2.60222], [-3.14173, 1.35902, -1.85457], [-1.52309, 0.85949, -2.36503], [-0.54624, -1.19497, -1.64397], [1.76843, -1.83928, -1.28395], [4.12995, -0.02706, 0.39240], [3.71991, -1.11528, 1.70279], [4.80901, -2.62947, 0.41463], [3.29414, -2.85261, -0.42082], [4.73440, -2.48864, -2.22056], [4.24404, -0.80864, -1.91421], [6.60480, -1.54942, -0.26271], [6.86932, -1.78848, -2.00284], [5.57591, 0.82548, -1.53779], [7.02154, 0.61501, -0.56954], [7.95613, 1.51593, -2.48280], [8.25751, -0.20897, -2.64173], [7.11677, 1.41910, -4.60891], [5.65401, 0.66507, -3.92449], [4.19683, -2.00623, -8.56934], [2.01786, 0.78605, 2.02057], [-4.49886, 0.28105, -0.31665], [-6.11342, 1.01099, 1.29894], [-5.33843, 2.20116, 3.35674], [-4.92285, 2.24825, 5.28462], [-3.96421, 3.33960, 6.31327], [-3.45858, 1.61139, 6.13803], [-3.21430, 3.41574, -0.15459], [-10.32038, -0.16829, 3.10879], [-9.71219, 1.16933, 3.49771], [-8.22292, 0.88194, 3.38504], [-8.07096, -0.10973, 2.35824], [-9.36124, -0.64377, 2.03106], [-11.34977, -0.09874, 2.76009], [-10.29436, -0.85109, 3.96164], [-10.00154, 1.93367, 2.77230], [-10.00378, 1.51363, 4.48905], [-7.82514, 0.46592, 4.31725], [-7.64343, 1.76970, 3.12485], [-9.64745, -0.25861, 1.04669], [-9.29904, -1.73085, 1.97363], [3.42053, -7.26481, 0.88165], [4.67478, -6.94638, 0.07967], [4.21108, -5.77347, -0.77002], [3.22257, -5.07681, -0.00412], [2.84540, -5.87762, 1.12176], [3.61482, -7.80925, 1.80482], [2.73103, -7.85705, 0.27490], [5.47523, -6.62867, 0.75258], [5.04213, -7.78203, -0.51457], [3.74224, -6.11589, -1.69882], [5.02335, -5.08917, -1.02334], [3.27273, -5.42131, 2.02137], [1.75917, -5.88127, 1.21767]],
  "mulliken_charge": [-1.54, 0.72, -0.61, -0.60, -0.76, 0.61, -1.47, 0.45, -0.63, -1.31, -0.24, 0.76, -0.95, -0.75, -0.81, -0.80, -0.76, -1.25, -0.60, -0.20, 0.50, -0.14, -0.54, 0.04, -0.31, -0.94, 0.98, -0.30, 0.93, -1.02, -0.30, -1.18, -0.10, 0.52, 1.44, -0.99, -0.66, -0.66, 0.26, 0.31, 0.29, 0.44, 0.43, 0.35, 0.37, 0.41, 0.56, 0.50, 0.35, 0.27, 0.44, 0.63, 0.23, 0.54, 0.35, 0.48, 0.50, 0.54, 0.37, 0.39, 0.48, 0.48, 0.44, 0.42, 0.46, 0.40, 0.33, 0.22, 0.32, 0.37, 0.32, 0.27, -0.56, -0.71, -0.08, -0.36, -0.49, 0.35, 0.25, 0.29, 0.37, 0.23, 0.12, 0.28, 0.27, -0.56, -0.66, -0.25, -0.30, -0.50, 0.34, 0.26, 0.29, 0.36, 0.26, 0.17, 0.27, 0.29]
}



Entry 2:
{
  "formula": "C46H41N4OS3TeZr",
  "method": "ωB97M-V/def2-TZVPD",
  "de_lowest_ev": 0.4083,
  "gap_ev": 8.0963,
  "total_charge": 3,
  "e_lumo_ev": -7.76,
  "total_energy_ha": -3580.349677,
  "elements": ["Zr", "N", "S", "N", "S", "N", "S", "N", "C", "C", "C", "C", "C", "C", "C", "C", "C", "C", "C", "C", "C", "C", "C", "C", "C", "C", "C", "C", "C", "C", "C", "C", "C", "C", "C", "C", "C", "C", "C", "C", "C", "C", "C", "C", "H", "H", "H", "H", "H", "H", "H", "H", "H", "H", "H", "H", "H", "H", "H", "H", "H", "H", "H", "H", "H", "H", "H", "H", "H", "H", "H", "H", "H", "H", "C", "Te", "C", "C", "C", "C", "C", "C", "C", "H", "H", "H", "H", "H", "H", "H", "H", "C", "C", "O", "H", "H", "H"],
  "xyz": [[0.31074, 0.02140, 0.24229], [0.08073, -2.05054, 0.24376], [-0.68019, -2.72703, 1.34611], [-1.85878, -1.75497, 1.83245], [-2.61614, -1.17585, 3.03635], [-1.87504, -0.06970, 3.86665], [-0.99974, 1.11168, 3.19654], [-0.65063, 0.94258, 1.74552], [0.43713, 1.19701, 4.23138], [0.34948, 1.79439, 5.48537], [1.48033, 1.82001, 6.28579], [2.67019, 1.26007, 5.83996], [2.74743, 0.65762, 4.59031], [1.62256, 0.63104, 3.78274], [-1.87709, 2.59745, 3.54634], [-3.15151, 2.58123, 4.09462], [-3.79907, 3.78972, 4.31373], [-3.17326, 4.98224, 3.98872], [-1.89361, 4.98448, 3.44076], [-1.23702, 3.79035, 3.21373], [-3.07082, -2.36916, 4.24435], [-2.74593, -2.22132, 5.58800], [-3.15349, -3.20842, 6.47241], [-3.87182, -4.30371, 6.01363], [-4.19312, -4.42972, 4.66678], [-3.79675, -3.45782, 3.76653], [-4.11854, -0.56556, 2.34377], [-5.14275, -0.25883, 3.23563], [-6.31691, 0.27906, 2.74021], [-6.45521, 0.50740, 1.37585], [-5.42494, 0.19195, 0.50072], [-4.24313, -0.35399, 0.97868], [-1.48786, -4.19875, 0.82812], [-1.72670, -5.24115, 1.71619], [-2.42125, -6.34946, 1.25978], [-2.86897, -6.40242, -0.05535], [-2.61866, -5.35252, -0.92949], [-1.92076, -4.23861, -0.49168], [0.38939, -3.23000, 2.66047], [1.30805, -4.22806, 2.33145], [2.22172, -4.63321, 3.28628], [2.22720, -4.04225, 4.54765], [1.31581, -3.04591, 4.85552], [0.38185, -2.63445, 3.91004], [-0.57225, 2.24518, 5.82773], [1.43484, 2.28830, 7.25921], [3.54595, 1.29410, 6.47427], [3.67471, 0.21866, 4.24783], [1.64414, 0.12864, 2.81669], [-3.62114, 1.64911, 4.36896], [-4.78928, 3.79777, 4.74748], [-3.67894, 5.92137, 4.16908], [-1.41218, 5.92045, 3.19461], [-0.24021, 3.78998, 2.78931], [-2.19930, -1.35391, 5.93078], [-2.91735, -3.11473, 7.52317], [-4.19518, -5.06293, 6.71299], [-4.76316, -5.28147, 4.32246], [-4.06100, -3.54069, 2.71862], [-5.04503, -0.45664, 4.29649], [-7.13024, 0.50975, 3.41408], [-7.37781, 0.92239, 0.99325], [-5.54340, 0.36150, -0.56038], [-3.44886, -0.62014, 0.29498], [-1.37211, -5.20849, 2.73899], [-2.60028, -7.18220, 1.92587], [-3.40648, -7.27355, -0.40453], [-2.95318, -5.40840, -1.95592], [-1.69519, -3.42774, -1.17220], [1.30238, -4.68870, 1.35109], [2.92926, -5.41640, 3.04979], [2.94171, -4.36923, 5.29095], [1.32066, -2.58490, 5.83425], [-0.30916, -1.84677, 4.17066], [3.87136, -1.73990, 1.13108], [3.23364, -0.22090, -0.22312], [4.09045, 1.19011, 1.13649], [4.87927, 0.35114, 2.11715], [5.71866, 0.98553, 3.03473], [6.43225, 0.24301, 3.95684], [6.31980, -1.14430, 3.96650], [5.49749, -1.77650, 3.05335], [4.76931, -1.03378, 2.12276], [4.38522, -2.50608, 0.55333], [2.99631, -2.17894, 1.60792], [3.29992, 1.75865, 1.62595], [4.71151, 1.87416, 0.56243], [5.82044, 2.06360, 3.01383], [7.09162, 0.73820, 4.65656], [6.89516, -1.72714, 4.67260], [5.43473, -2.85783, 3.04376], [0.82163, 2.88777, -2.03272], [0.53329, 1.73281, -1.16604], [-0.40438, 0.93470, -1.46470], [-0.01833, 3.16352, -2.66900], [1.65318, 2.56701, -2.67618], [1.19843, 3.73067, -1.45627]],
  "mulliken_charge": [0.67, -1.12, 2.23, 0.26, 0.97, -0.23, 2.50, -0.55, 0.10, -0.91, -0.93, -0.84, -0.33, 0.39, -0.10, -0.04, -0.90, -0.53, -0.83, -0.39, 0.93, 0.01, -0.91, -0.62, -0.87, -1.08, 0.36, -0.72, -0.90, -0.64, -0.86, -0.43, 0.06, -0.27, -0.90, -0.61, -0.87, -0.56, 0.82, -0.52, -0.89, -0.66, -1.48, -0.20, 0.58, 0.47, 0.53, 0.32, -0.14, 0.51, 0.49, 0.44, 0.45, 0.50, 0.49, 0.53, 0.47, 0.54, 0.55, 0.52, 0.49, 0.46, 0.50, 0.32, 0.60, 0.50, 0.46, 0.48, 0.49, 0.61, 0.52, 0.51, 0.58, 1.01, -0.25, 0.14, -0.94, 0.32, -0.58, -0.72, -0.75, -0.60, 0.82, 0.73, -0.40, 0.27, 0.71, 0.50, 0.47, 0.45, 0.54, -1.06, 0.51, -0.54, 0.37, 0.29, 0.34]
}



Entry 3:
{
  "formula": "C38H57CoIN3O6P2",
  "method": "ωB97M-V/def2-TZVPD",
  "gap_ev": [7.4003, 4.5511],
  "e_lumo_ev": [-0.12, -2.92],
  "multiplicity": 5,
  "total_energy_ha": -4461.188627,
  "elements": ["Co", "C", "C", "C", "C", "C", "C", "C", "C", "C", "C", "C", "C", "N", "C", "O", "C", "C", "C", "C", "C", "N", "C", "O", "N", "C", "C", "C", "C", "C", "C", "C", "C", "C", "C", "C", "C", "H", "H", "H", "H", "H", "H", "H", "H", "H", "H", "H", "H", "H", "H", "H", "H", "H", "H", "H", "H", "H", "H", "H", "H", "H", "H", "H", "H", "H", "H", "H", "H", "H", "H", "H", "H", "H", "C", "P", "C", "C", "O", "H", "H", "H", "H", "H", "H", "H", "H", "H", "C", "O", "P", "O", "C", "O", "C", "H", "H", "H", "H", "H", "H", "H", "H", "H", "I", "C", "H", "H"],
  "xyz": [[-0.17711, 0.21080, -0.27865], [-0.50158, -3.13221, 0.70360], [-0.77801, -3.85027, -0.61440], [-2.26167, -3.74639, -0.98461], [0.14443, -3.42048, -1.74134], [0.93586, -4.42624, -2.28007], [1.75859, -4.20173, -3.36518], [1.79988, -2.93533, -3.91420], [1.04697, -1.88384, -3.40153], [1.17634, -0.56305, -4.13610], [-0.14282, -0.11232, -4.76603], [1.78052, 0.54091, -3.26982], [0.20852, -2.12065, -2.29011], [-0.61327, -1.10892, -1.75145], [-1.82810, -0.97442, -2.31041], [-2.26917, -1.60905, -3.26444], [-2.67743, 0.05108, -1.61397], [-4.03202, 0.17223, -1.88291], [-4.77400, 1.10752, -1.17071], [-4.13442, 1.86570, -0.20866], [-2.76972, 1.69129, 0.00796], [-2.05529, 0.81448, -0.71020], [-2.14414, 2.48977, 1.08210], [-2.71381, 3.43402, 1.58399], [-0.43610, 0.67442, 1.56618], [-0.51100, 0.13788, 2.86929], [-1.71038, -0.38908, 3.38344], [-1.83003, -0.60209, 4.74996], [-0.78533, -0.34088, 5.61221], [0.42760, 0.06591, 5.09342], [0.58903, 0.29637, 3.73673], [1.95802, 0.67803, 3.22025], [2.20020, 2.19003, 3.28549], [3.06324, -0.05828, 3.99479], [-2.87739, -0.74282, 2.49172], [-4.07090, 0.18538, 2.72381], [-3.30602, -2.19658, 2.74451], [-1.20007, -3.48672, 1.45530], [-0.61922, -2.04916, 0.59420], [0.50745, -3.33567, 1.04860], [-0.58183, -4.91872, -0.44659], [-2.63283, -2.73701, -0.83069], [-2.83945, -4.42810, -0.36158], [-2.41354, -4.01300, -2.02804], [0.87647, -5.41939, -1.85534], [2.34974, -5.00531, -3.77899], [2.41668, -2.75924, -4.78478], [1.87101, -0.74520, -4.96446], [-0.77211, 0.39532, -4.04070], [-0.69407, -0.96842, -5.14485], [0.05121, 0.56452, -5.59757], [1.25353, 0.60469, -2.31996], [1.70947, 1.50427, -3.76952], [2.83023, 0.34016, -3.06487], [-4.47481, -0.45758, -2.64001], [-5.82651, 1.24119, -1.36314], [-4.64758, 2.61296, 0.37634], [-2.76680, -0.95999, 5.14845], [-0.90559, -0.47711, 6.67660], [1.25434, 0.23532, 5.76437], [2.00298, 0.36373, 2.17195], [1.91092, 2.58075, 4.25828], [1.62837, 2.71099, 2.52544], [3.25423, 2.41397, 3.12710], [3.97705, -0.07606, 3.40570], [2.77976, -1.08633, 4.21790], [3.28791, 0.44457, 4.93300], [-2.54206, -0.64982, 1.45308], [-4.47942, 0.02730, 3.71935], [-4.85473, -0.01783, 1.99589], [-3.77544, 1.22633, 2.64072], [-4.01784, -2.25964, 3.56678], [-2.44326, -2.80800, 3.00095], [-3.77967, -2.61805, 1.86039], [4.56267, 0.16180, 0.48509], [3.25953, -1.01894, -0.02878], [3.14943, -2.37040, 1.19344], [3.99368, -1.81957, -1.49754], [1.94567, -0.34811, -0.23827], [5.44904, -0.38012, 0.79791], [4.20182, 0.79107, 1.29153], [4.80952, 0.79367, -0.36567], [4.13621, -2.71405, 1.48857], [2.60891, -3.18547, 0.71380], [2.58892, -2.03133, 2.06057], [4.83035, -2.42728, -1.16594], [4.35941, -1.06893, -2.19249], [3.25860, -2.44382, -1.99932], [-0.61269, 3.49286, -4.09077], [0.32949, 3.49386, -3.04223], [-0.02101, 2.81942, -1.56320], [-1.27510, 3.72075, -1.10498], [-1.25690, 5.14464, -1.00166], [1.17374, 3.60905, -0.79795], [2.47458, 3.06147, -0.76717], [-0.42160, 4.38917, -4.68305], [-1.63680, 3.51870, -3.71124], [-0.49480, 2.61106, -4.72217], [-1.99526, 5.55381, -1.69293], [-0.27235, 5.54896, -1.22415], [-1.53220, 5.40331, 0.02007], [3.05829, 3.68844, -0.09337], [2.91958, 3.07391, -1.76392], [2.45260, 2.03518, -0.39293], [0.11884, 5.51256, 2.97724], [-0.76573, 2.07278, 1.60814], [-0.05499, 2.67077, 1.02116], [-0.72548, 2.45994, 2.63826]],
  "mulliken_charge": [2.00, -1.12, -0.07, -1.47, 1.16, -1.17, -1.19, -1.24, 0.68, 0.13, -1.50, -0.65, -0.78, 1.77, -0.26, -0.69, -1.00, -0.70, -1.21, -0.56, 0.06, 1.28, 0.36, -0.69, 3.24, -1.73, 0.02, -0.53, -1.18, -0.61, 0.36, 2.56, -1.05, -2.17, 2.79, -1.81, -1.99, 0.51, -0.13, 0.18, 0.83, 0.06, 0.47, 0.39, 0.42, 0.38, 0.40, 0.84, -0.03, 0.51, 0.41, -0.49, 0.74, 0.15, 0.62, 0.46, 0.63, 0.37, 0.40, 0.33, -1.15, 0.33, -0.16, 0.48, 0.36, 0.45, 0.61, -1.64, 0.49, 0.40, 0.34, 0.54, 0.42, 0.40, -1.03, 1.21, -1.20, -0.87, -1.00, 0.47, 0.08, 0.36, 0.49, 0.39, 0.12, 0.55, 0.35, -0.03, -0.63, -0.39, -0.03, 0.02, -0.81, -0.43, -0.52, 0.27, 0.30, 0.12, 0.25, 0.28, 0.21, 0.40, 0.31, -0.07, 0.06, -0.65, -0.57, 0.67]
}